The following is a quantum chemistry calculation of a single C4H10N2O2 molecule at a distorted geometry, from the Open Molecules 2025 dataset.

Positions of all 18 atoms, in Å:
H (2.24369, -0.75782, -0.07055)
N (1.84233, -0.24415, 0.71262)
C (0.60276, 0.03470, 0.54638)
C (-0.03295, 1.23910, 1.22171)
O (-1.15604, 0.89373, 2.00184)
O (0.84062, 1.99708, 2.00899)
N (-0.22437, -0.12058, -0.65668)
C (-1.48525, -0.86847, -0.50450)
C (0.49136, -0.50189, -1.87897)
H (-0.57136, 1.34903, 0.01077)
H (-0.80647, 0.36493, 2.73866)
H (1.71766, 1.59036, 1.90445)
H (-1.30919, -1.86652, -0.09339)
H (-2.17926, -0.29767, 0.11217)
H (-2.00918, -0.96625, -1.45792)
H (-0.18585, -0.53596, -2.73506)
H (1.30471, 0.19608, -2.08530)
H (0.91681, -1.50567, -1.77523)

Output
Total charge: 0
Maximum force, eV Å⁻¹: 4.41
Energy relative to the best compared isomer or geometry (same formula, charge and spin), kcal/mol: 103.0
Frontier orbital gap, eV: 9.243
SMILES: [H]/N=C(/C(O)O)N(C)C
E_LUMO, eV: 0.6
E_HOMO, eV: -8.69
Electronic energy, eV: -11382.4367

---

The following is a quantum chemistry calculation of a single C4H10N2O2 molecule at a distorted geometry, from the Open Molecules 2025 dataset.

Positions of all 18 atoms, in Å:
C (2.47683, -0.88042, 0.65200)
N (2.43510, 0.59197, 0.23617)
C (1.35252, 1.07593, -0.50569)
N (0.20641, 0.49199, -0.83470)
O (0.02015, -0.84459, -0.28977)
C (-1.38340, -0.88048, -0.60298)
O (-2.28154, -0.48186, 0.42472)
C (-2.54832, 0.89835, 0.66678)
H (1.47380, -1.06526, 1.34324)
H (3.26163, -1.10829, 1.26084)
H (2.51528, -1.65021, -0.33066)
H (2.98080, 1.52255, 0.75381)
H (1.25335, 2.21290, -0.80998)
H (-1.34272, 0.02254, -1.46058)
H (-1.67448, -1.95938, -1.02705)
H (-3.35874, 0.92708, 1.43504)
H (-3.14447, 1.30614, -0.30716)
H (-1.74960, 1.53555, 0.99197)

Output
Total charge: 0
Maximum force, eV Å⁻¹: 5.17
Energy relative to the best compared isomer or geometry (same formula, charge and spin), kcal/mol: 174.7
Frontier orbital gap, eV: 9.137
SMILES: CN/C=N\OCOC
E_LUMO, eV: 0.7
E_HOMO, eV: -8.46
Electronic energy, eV: -11379.3285

---

The following is a quantum chemistry calculation of 2 unconnected molecules or ions with the total composition C4H10N2O2 at a distorted geometry, from the Open Molecules 2025 dataset.

Positions of all 18 atoms, in Å:
H (-0.41918, 2.12263, -1.08635)
N (-0.24746, 2.27827, -0.09737)
C (0.25232, 1.26060, 0.48938)
N (0.53091, 1.26001, 1.81861)
C (0.92639, -0.25393, -0.26564)
C (1.14472, -0.05418, -1.72888)
O (1.58336, -0.92767, 0.47434)
H (1.17214, 0.56016, 2.15665)
H (0.41408, 2.11594, 2.33722)
H (0.18667, 0.15132, -2.20249)
H (1.81393, 0.78435, -1.91422)
H (1.55826, -0.97018, -2.15037)
C (-1.59156, -1.74734, 0.48627)
O (-1.22465, -0.78414, -0.48845)
H (-2.48223, -1.41927, 1.02821)
H (-0.77267, -1.88206, 1.20127)
H (-1.81041, -2.67893, -0.03505)
H (-1.03463, 0.18441, -0.02311)

Output
Total charge: 0
Maximum force, eV Å⁻¹: 4.16
Energy relative to the best compared isomer or geometry (same formula, charge and spin), kcal/mol: 78.9
Frontier orbital gap, eV: 9.935
SMILES: [H]/N=C(/N)C(C)=O.CO
E_LUMO, eV: 0.9
E_HOMO, eV: -9.05
Electronic energy, eV: -11383.4823

---

The following is a quantum chemistry calculation of 2 unconnected molecules or ions with the total composition C4H10N2O2 at a distorted geometry, from the Open Molecules 2025 dataset.

Positions of all 18 atoms, in Å:
N (-2.06492, -0.99020, 1.25395)
N (-1.64473, 0.33683, 0.97109)
C (-1.47553, 0.64112, -0.37886)
O (-0.36825, -0.33568, -0.99163)
O (-1.06147, 1.93776, -0.51702)
H (-3.06263, -1.05662, 1.07920)
H (-1.56926, -1.64809, 0.65114)
H (-0.73365, 0.50823, 1.45835)
H (-2.34409, 0.36788, -0.98794)
H (0.38182, 0.15986, -1.35117)
H (-1.60100, 2.40682, -1.15469)
C (1.34749, 0.23498, 1.37083)
C (1.66881, -0.29383, 0.30969)
C (2.55616, -0.61826, -0.80450)
H (1.59880, 0.41187, 2.38862)
H (2.37289, -1.63725, -1.15419)
H (3.59602, -0.48340, -0.49338)
H (2.40354, 0.05799, -1.64951)

Output
Total charge: 0
Maximum force, eV Å⁻¹: 3.54
Energy relative to the best compared isomer or geometry (same formula, charge and spin), kcal/mol: 135.3
Frontier orbital gap, eV: 9.663
SMILES: NNC(O)O.C#CC
E_LUMO, eV: 0.7
E_HOMO, eV: -8.97
Electronic energy, eV: -11381.0376

---

The following is a quantum chemistry calculation of a single C4H10N2O2 molecule at a distorted geometry, from the Open Molecules 2025 dataset.

Positions of all 18 atoms, in Å:
C (1.30844, 0.64136, -1.47344)
C (1.21997, 0.52147, 0.03959)
N (2.47641, 0.80503, 0.77817)
C (0.75352, -0.85821, 0.54946)
N (-0.55640, -1.29895, 0.00279)
C (-1.61522, -0.38142, -0.10454)
O (-2.62818, -0.49716, -0.74622)
O (-1.58738, 0.49665, 0.94236)
H (1.90837, 1.53487, -1.78821)
H (0.39604, 0.96931, -1.95953)
H (1.88029, -0.14265, -1.97992)
H (0.47728, 1.23606, 0.38232)
H (2.33880, 1.64341, 1.32813)
H (3.28376, 0.82329, 0.17459)
H (0.59365, -0.81343, 1.63484)
H (1.60963, -1.53198, 0.45142)
H (-0.31528, -1.63830, -0.92544)
H (-2.51343, 0.62072, 1.15576)

Output
Total charge: 0
Maximum force, eV Å⁻¹: 2.57
Energy relative to the best compared isomer or geometry (same formula, charge and spin), kcal/mol: 35.2
Frontier orbital gap, eV: 10.116
SMILES: C[C@H](N)CNC(=O)O
E_LUMO, eV: 0.7
E_HOMO, eV: -9.37
Electronic energy, eV: -11385.3781

---

The following is a quantum chemistry calculation of 2 unconnected molecules or ions with the total composition C4H10N2O2 at a distorted geometry, from the Open Molecules 2025 dataset.

Positions of all 18 atoms, in Å:
C (0.61067, 1.95469, 0.09173)
C (-1.55274, -0.38752, -1.07198)
C (-1.48064, -0.22207, 1.38777)
C (2.35229, -1.06998, -0.31789)
N (0.77125, 0.64791, -0.06400)
N (-0.80499, -0.60900, 0.17359)
O (-0.36677, 2.60797, -0.18655)
O (1.85168, 0.01777, 0.43218)
H (1.60048, 2.45721, 0.35678)
H (-2.36967, -0.98156, -0.98801)
H (-1.87846, 0.71205, -1.21188)
H (-0.98275, -0.67714, -1.89803)
H (-0.78991, -0.35205, 2.30779)
H (-1.83065, 0.86220, 1.42935)
H (-2.53192, -0.83386, 1.27969)
H (2.83617, -0.77148, -1.23603)
H (1.52305, -1.65470, -0.83374)
H (3.04291, -1.70045, 0.34922)

Output
Total charge: 0
Maximum force, eV Å⁻¹: 5.27
Energy relative to the best compared isomer or geometry (same formula, charge and spin), kcal/mol: 173.7
Frontier orbital gap (spin up / spin down), eV: 8.360 / 8.371
E_LUMO (spin up / spin down), eV: -0.5 / -0.5
E_HOMO (spin up / spin down), eV: -8.88 / -8.88
Electronic energy, eV: -11379.3709

---

The following is a quantum chemistry calculation of 2 unconnected molecules or ions with the total composition C4H10N2O2 at a distorted geometry, from the Open Molecules 2025 dataset.

Positions of all 18 atoms, in Å:
O (-2.31382, -0.52689, 0.87705)
C (-2.16852, 0.31540, -0.03628)
N (-2.82965, 1.41864, -0.22093)
C (2.60210, -1.86340, 0.07740)
O (1.72849, -0.88396, 0.35970)
C (-1.03109, 0.03335, -1.01804)
N (0.13517, 0.83049, -0.60391)
C (0.06526, 1.46781, 0.67086)
H (-3.64213, 1.62174, 0.35361)
H (3.00667, -2.30807, 1.01267)
H (3.49158, -1.53456, -0.51817)
H (2.15492, -2.67900, -0.52695)
H (-0.75986, -1.02046, -0.95221)
H (-1.28660, 0.32723, -2.03959)
H (0.93621, 0.17567, -0.52914)
H (0.91281, 2.09054, 0.91964)
H (-0.07990, 0.60399, 1.38008)
H (-0.92164, 1.93148, 0.79420)

Output
Total charge: 0
Maximum force, eV Å⁻¹: 1.93
Energy relative to the best compared isomer or geometry (same formula, charge and spin), kcal/mol: 208.8
Frontier orbital gap, eV: 4.224
E_LUMO, eV: -4.5
E_HOMO, eV: -8.77
Electronic energy, eV: -11377.8502

---

The following is a quantum chemistry calculation of 2 unconnected molecules or ions with the total composition C4H10N2O2 at a distorted geometry, from the Open Molecules 2025 dataset.

Positions of all 18 atoms, in Å:
C (0.08656, 2.01799, -0.20887)
N (0.67075, 0.98472, -0.61680)
C (0.93930, -0.12967, 0.26894)
C (0.37221, -1.47628, -0.51370)
N (2.35127, -0.28729, 0.37879)
O (0.41973, -0.02446, 1.53984)
H (-0.26659, 2.16471, 0.81499)
H (-0.09193, 2.81886, -0.91538)
H (0.75973, -1.39177, -1.53016)
H (-0.67515, -1.72445, -0.55450)
H (0.84777, -2.31399, 0.00493)
H (2.81468, -0.16483, -0.50846)
H (2.73123, 0.18394, 1.18638)
H (-0.55834, -0.11275, 1.50658)
C (-2.57937, -0.15408, -0.22086)
O (-2.33243, -0.07871, 0.95678)
H (-3.44495, -0.73354, -0.59622)
H (-2.04447, 0.42161, -0.99227)

Output
Total charge: 0
Maximum force, eV Å⁻¹: 2.76
Energy relative to the best compared isomer or geometry (same formula, charge and spin), kcal/mol: 76.1
Frontier orbital gap, eV: 9.410
SMILES: C=N[C@@](C)(N)O.C=O
E_LUMO, eV: 0.2
E_HOMO, eV: -9.18
Electronic energy, eV: -11383.6009

---

The following is a quantum chemistry calculation of 5 unconnected molecules or ions with the total composition C4H10N2O2 at a distorted geometry, from the Open Molecules 2025 dataset.

Positions of all 18 atoms, in Å:
C (2.54365, -1.01141, 0.05154)
C (3.32522, -0.16868, 0.78697)
C (0.36207, 1.06226, 0.23915)
N (0.46344, 0.04092, -0.33764)
H (2.57924, -1.02699, -1.02770)
H (2.00472, -1.82397, 0.51488)
H (1.63774, 1.51919, 1.05372)
H (-0.31600, 1.88070, 0.41309)
H (3.52346, -0.38722, 1.83034)
H (2.39950, 1.07411, 1.10055)
H (4.06420, 0.44766, 0.28738)
C (-2.95825, 0.01971, -0.52300)
N (-4.25478, -0.30996, -0.76537)
O (-2.12610, -0.92395, -1.00138)
O (-2.61065, 1.00699, 0.09684)
H (-1.19457, -0.66002, -0.82442)
H (-4.48079, -1.11443, -1.32310)
H (-4.96210, 0.37510, -0.57184)

Output
Total charge: 0
Maximum force, eV Å⁻¹: 1.47
Energy relative to the best compared isomer or geometry (same formula, charge and spin), kcal/mol: 106.0
Frontier orbital gap, eV: 10.471
E_LUMO, eV: 1.0
E_HOMO, eV: -9.46
Electronic energy, eV: -11382.3061

---

The following is a quantum chemistry calculation of 2 unconnected molecules or ions with the total composition C4H10N2O2 at a distorted geometry, from the Open Molecules 2025 dataset.

Positions of all 18 atoms, in Å:
H (0.09458, -0.58358, 2.36025)
N (0.46858, -1.43053, 1.85933)
N (-0.15088, -1.62797, 0.81948)
C (-1.21342, -0.59294, 0.49960)
C (-2.46873, -1.29893, 0.04149)
O (-1.29314, 0.38230, 1.26916)
H (-3.00716, -0.69155, -0.68751)
H (-2.25315, -2.27190, -0.40564)
H (-3.11318, -1.46102, 0.90837)
C (2.03274, 1.73201, -0.54949)
C (1.49446, 0.37991, -0.88951)
O (-0.19002, 0.37317, -1.06798)
H (1.82856, 2.46772, -1.33077)
H (3.12288, 1.67326, -0.43593)
H (1.61310, 2.07729, 0.39944)
H (1.83887, -0.37549, -0.19067)
H (1.73519, 0.04236, -1.89427)
H (-0.53925, 1.20588, -0.70535)

Output
Total charge: 0
Maximum force, eV Å⁻¹: 4.67
Energy relative to the best compared isomer or geometry (same formula, charge and spin), kcal/mol: 111.2
Frontier orbital gap, eV: 9.203
SMILES: [H]/N=N\C(C)=O.CCO
E_LUMO, eV: 0.2
E_HOMO, eV: -9.02
Electronic energy, eV: -11382.0796